The following is a DFT calculation (ωB97M-V with the def2-TZVPD basis set) of a molecular structure, C30H33F5N2O2PbS2Si2.

The value obtained for the calculated total energy is -3490.568601 a.u. As for the HOMO energy (spin up / spin down): -3.54 / -4.64 eV. As for the LUMO energy (spin up / spin down): 2.636 / 1.517 eV. The value obtained for the orbital gap (spin up / spin down) is 6.1783 / 6.1551 eV.

Geometry as ORCA input:
```
! wB97M-V def2-TZVPD RIJCOSX def2/J DEFGRID3
* xyz -1 2
C -0.49 -4.32 3.27
F 3.59 -3.89 -1.84
C 3.00 0.27 2.19
F 2.74 -3.89 -4.43
C 2.80 1.12 -1.44
C 1.23 3.59 0.70
C -3.50 0.12 0.85
H -3.29 0.56 1.83
O -1.24 -0.75 3.80
Si -0.52 3.40 0.02
F 0.12 -3.42 -4.99
C 0.54 -3.43 -3.71
C 1.56 0.72 -3.48
H -0.24 5.40 -1.46
C 3.35 2.35 -3.47
Si -2.87 1.20 -0.56
H 3.46 -1.80 1.87
C 1.17 -2.52 3.41
H -2.75 0.85 -3.02
H -5.06 2.25 -0.86
C -3.05 0.24 -2.17
C -0.24 -2.95 3.40
H 1.36 4.64 0.95
C -1.77 -4.82 3.15
C -1.64 4.29 1.25
C 1.88 -3.66 -3.44
C 1.39 -3.44 -1.11
H -3.45 -1.88 3.43
H -3.82 3.38 -1.38
H 3.46 -1.34 3.59
C 3.58 2.05 -2.14
C -2.85 -3.94 3.19
H 4.13 1.30 0.23
S -1.08 -2.82 -0.06
C 2.96 -1.19 2.63
H -4.15 3.17 0.34
C 0.04 -3.18 -1.34
H 2.41 0.87 2.89
H -1.11 5.18 1.62
C 2.30 -3.67 -2.12
S -0.32 1.61 3.69
H 1.98 3.32 -0.04
H 1.38 3.01 1.61
H -2.58 4.62 0.81
C 3.14 0.92 -0.05
H -4.59 0.01 0.77
H 1.85 -3.11 4.05
C -2.63 -2.59 3.37
C -4.08 2.65 -0.62
C -0.60 0.15 3.01
C -0.54 4.37 -1.60
H -3.08 -0.89 0.83
H 0.77 0.18 -4.00
N 1.57 -1.59 2.67
H -1.54 4.37 -2.06
C 2.32 1.66 -4.13
H 4.04 0.64 2.20
C -1.34 -2.09 3.47
H -1.93 -5.88 3.01
H 4.38 2.56 -1.61
F -1.62 -2.95 -3.01
C -0.35 -3.19 -2.68
H -2.40 -0.65 -2.15
Pb -0.05 -0.25 0.61
O 1.06 -0.51 -1.55
H 0.36 -4.99 3.22
H -4.07 -0.10 -2.33
H 3.95 3.08 -3.99
H -0.61 1.43 -1.36
F 1.87 -3.44 0.15
N 2.42 0.40 0.87
H -3.86 -4.31 3.09
H 2.12 1.87 -5.17
C -1.06 1.66 -0.38
C 1.76 0.40 -2.11
H 0.15 3.91 -2.31
H -1.86 3.67 2.12
*
```

Löwdin population analysis, charges in e, atoms 1 to 6: -0.052 0.103 -0.221 0.104 -0.160 -0.179


The following is a DFT calculation (ωB97M-V with the def2-TZVPD basis set) of a molecular structure, C28H44BaBrN3P2.

The value obtained for the calculated total energy is -4539.204903 a.u. As for the HOMO energy: -12.53 eV. As for the LUMO energy: -6.980 eV. The value obtained for the orbital gap is 5.5501 eV.

Geometry as ORCA input:
```
! wB97M-V def2-TZVPD RIJCOSX def2/J DEFGRID3
* xyz 2 1
C 0.41 -3.38 0.77
C 3.72 0.86 -0.63
H 1.74 2.24 5.18
C 4.12 0.39 -4.31
C 4.56 1.98 -1.24
H 3.65 0.74 -5.24
C -3.42 3.91 0.06
H -2.97 -2.75 2.57
H -6.33 -0.13 0.69
H 6.38 -0.40 -0.38
C -2.09 4.12 -0.37
C -5.34 -1.34 2.16
H -4.50 1.87 -2.46
N 2.51 0.28 2.72
C 5.20 -1.38 -1.93
H -6.12 1.80 -0.42
H -1.36 -0.32 -2.48
P 3.51 -0.65 -1.69
H -3.80 4.39 0.96
H -3.41 -4.21 1.69
Ba -0.43 1.58 0.43
H -4.48 1.84 4.08
C -5.29 2.29 1.50
H 7.29 -1.35 -1.58
H 2.35 -2.38 0.78
H -2.61 -1.50 -2.01
C 1.27 2.02 3.03
C -2.60 -3.47 1.82
C -1.59 -1.39 -2.42
C -3.80 2.45 -1.85
C -5.36 2.37 0.13
C -2.46 2.62 -2.24
C -1.64 3.36 -1.43
C -5.81 -0.14 1.64
H 0.58 2.84 2.80
C -5.39 1.07 2.26
H 4.15 0.52 0.33
H 2.27 -0.52 -3.69
H 5.61 1.89 -0.93
P -0.69 -2.00 0.23
H 4.64 -0.54 -4.53
H 2.70 1.24 -0.41
C 3.02 0.18 -3.28
H 5.29 -1.66 -2.99
H 3.33 0.05 4.68
H -1.62 -1.77 -3.45
H -4.96 3.16 2.09
H 0.46 -1.82 -1.87
H 2.96 -0.49 2.22
C -2.35 -2.79 0.47
H -1.72 -3.99 2.21
H -1.44 4.83 0.15
H 0.32 -3.39 1.87
H -3.08 -1.98 0.33
H 5.10 -2.32 -1.36
H -2.50 -3.51 -0.35
H -2.08 2.18 -3.16
C -4.30 -0.29 3.94
H 2.05 -3.31 -0.69
H 2.42 -4.14 0.82
H 2.48 1.11 -3.04
Br 0.63 3.16 -1.76
H -5.58 -2.29 1.66
C 1.88 -3.29 0.39
C -4.76 0.96 3.52
H -0.02 -4.32 0.39
C -0.55 -2.17 -1.62
H 4.52 2.01 -2.33
C 1.88 1.72 4.25
H 4.86 1.14 -4.01
N -4.54 -1.39 3.22
H 6.68 0.25 -2.02
H 4.20 2.96 -0.90
H -0.60 -3.25 -1.84
C 2.68 0.60 4.02
H -3.70 -0.38 4.85
N 1.63 1.11 2.08
C 6.45 -0.65 -1.45
C -4.25 2.98 -0.61
*
```

Löwdin population analysis, charges in e, atoms 1 to 6: -0.428 -0.457 0.111 -0.148 -0.145 0.080


The following is a DFT calculation (ωB97M-V with the def2-TZVPD basis set) of a gas-phase ion, C4H11N3 (charge -1).

The value obtained for the calculated total energy is -323.159553 a.u. As for the HOMO energy (spin up / spin down): 1.74 / -4.27 eV. As for the LUMO energy (spin up / spin down): 4.055 / 4.212 eV. The value obtained for the orbital gap (spin up / spin down) is 2.3134 / 8.4863 eV.

Geometry as ORCA input:
```
! wB97M-V def2-TZVPD RIJCOSX def2/J DEFGRID3
* xyz -1 2
H 1.46 0.35 1.07
H -3.36 1.51 1.00
C 0.45 0.35 -0.79
H -0.53 0.57 -1.22
H 0.24 1.72 0.83
H 2.57 -2.14 -1.51
H -2.37 -0.60 1.66
C 0.77 -1.16 -1.11
H 1.18 1.00 -1.26
N -0.44 -0.11 1.51
N 2.30 -1.37 -1.00
C 0.42 0.65 0.65
H 2.53 -1.41 -0.02
C -1.72 0.24 1.38
N -2.35 1.37 0.97
H 0.15 -1.78 -0.54
H -1.78 2.15 0.56
H 0.48 -1.34 -2.19
*
```

Löwdin population analysis, charges in e, atoms 1 to 6: 0.107 0.032 -0.290 0.049 0.042 -0.013


The following is a DFT calculation (ωB97M-V with the def2-TZVPD basis set) of a molecular structure, C33H39IN3O2SeSiV.

The value obtained for the calculated total energy is -5527.869517 a.u. As for the HOMO energy (spin up / spin down): -13.70 / -13.70 eV. As for the LUMO energy (spin up / spin down): -6.608 / -6.060 eV. The value obtained for the orbital gap (spin up / spin down) is 7.0930 / 7.6432 eV.

Geometry as ORCA input:
```
! wB97M-V def2-TZVPD RIJCOSX def2/J DEFGRID3
* xyz 2 3
C 2.25 -3.51 -0.31
H 3.14 -3.82 5.17
H 5.51 -4.40 -0.14
H 1.14 -6.02 0.57
H 5.75 3.19 -1.63
C 2.72 -0.51 -1.07
C 4.93 -0.20 -0.19
C -3.22 1.39 1.76
C -1.63 -4.40 1.85
C 4.34 0.17 1.01
C -2.64 -0.89 1.22
C 4.41 2.62 -4.72
C 2.06 -3.70 -1.68
C 2.96 0.19 1.10
C 3.68 2.82 -2.08
H 0.11 3.00 -3.85
H 2.04 -0.78 -1.87
O -1.93 0.04 0.39
C -3.34 -0.04 2.30
H 3.69 -3.59 1.28
C 1.31 -2.63 2.58
H -2.38 -3.70 1.47
H -2.31 2.02 -0.14
C 3.09 -4.17 -2.48
H 4.94 0.44 1.86
C 4.33 -4.43 -1.92
H -3.38 -1.39 0.59
C 2.09 -3.49 3.34
H 1.10 -0.09 4.83
H -4.15 1.95 1.85
H -2.43 1.94 2.28
C 2.18 -1.91 5.14
H -0.57 2.21 -2.41
I 4.89 -1.00 -3.14
H 1.09 -3.51 -2.11
C -0.51 -4.61 0.82
C 3.51 -3.75 0.22
C -1.12 -4.79 -0.57
C -2.81 1.16 0.31
H 0.27 1.24 -3.66
H 6.39 3.01 -4.02
H -4.38 -0.34 2.41
H 2.34 2.25 -5.18
C 4.10 -0.54 -1.25
H 2.47 0.50 2.02
H 2.51 -1.63 6.12
C 0.26 2.19 -3.13
H -0.38 -6.74 1.09
H 0.59 -5.84 2.24
H -1.55 -3.86 -0.94
H 2.37 -4.46 2.94
N 2.16 -0.13 0.08
C 1.69 2.53 -1.12
N 2.99 2.80 -0.88
H -1.93 -1.62 1.62
H -0.38 -5.15 -1.28
V 0.15 -0.10 0.23
Se 0.40 2.31 0.21
C 2.72 2.55 -3.08
C 2.53 -3.14 4.60
H -2.13 -5.35 2.03
H 5.13 -4.80 -2.55
H -3.67 0.88 -0.31
C 4.54 -4.20 -0.58
O 0.19 -1.72 0.25
C 0.95 -1.40 3.14
N 1.50 2.40 -2.44
Si 0.76 -3.14 0.83
H -2.85 -0.15 3.27
H -1.92 -5.53 -0.52
H -1.25 -4.04 2.80
H 3.37 3.01 0.03
C 3.07 2.45 -4.42
C 0.27 -5.87 1.20
C 1.39 -1.04 4.41
H 4.73 2.54 -5.75
C 5.02 2.99 -2.40
C 5.36 2.88 -3.73
H 2.92 -4.33 -3.53
H 0.29 -0.72 2.58
H 6.00 -0.21 -0.30
*
```

Löwdin population analysis, charges in e, atoms 1 to 6: -0.232 0.118 0.114 0.082 0.125 -0.199


The following is a DFT calculation (ωB97M-V with the def2-TZVPD basis set) of a molecular structure, C53H126N7O14.

The value obtained for the calculated total energy is -3527.186137 a.u. As for the HOMO energy: -9.26 eV. As for the LUMO energy: -8.569 eV. The value obtained for the orbital gap is 0.6861 eV.

Geometry as ORCA input:
```
! wB97M-V def2-TZVPD RIJCOSX def2/J DEFGRID3
* xyz 5 1
C -7.21 10.38 3.52
C 7.80 -0.99 -11.47
H -0.05 -4.77 -0.07
C -4.25 -7.26 -0.31
H 9.73 -2.94 12.34
C -4.53 -4.87 -0.69
H 0.54 -7.59 -1.07
H -10.87 9.57 2.61
O 6.65 -4.14 11.63
N -8.63 10.00 3.71
N -6.28 0.08 -7.62
H 0.70 -5.06 -1.68
H -5.54 -5.41 -3.93
H 6.37 -1.58 -11.20
O -6.13 10.34 5.77
C -2.46 -0.49 -8.23
O 3.57 -1.93 -1.55
C 5.21 1.04 3.87
H 5.05 3.06 8.03
C 6.67 -1.12 -9.05
H -2.20 -5.86 0.31
C 4.48 3.91 5.63
H -7.26 11.44 3.76
C -10.58 10.54 2.11
C -8.11 -10.09 8.52
H -7.75 -12.00 9.09
H 9.33 2.72 10.33
C -8.27 1.45 -7.49
H -9.25 5.10 11.23
H 9.38 2.23 -5.09
H -6.19 2.13 -7.71
H -8.85 1.37 -6.57
C 4.31 3.26 4.24
O -9.83 10.10 0.91
H 4.45 5.06 5.45
C -4.94 -5.16 -3.03
H 6.22 -6.17 11.98
H -4.19 -1.47 -8.91
H 11.29 -0.81 -8.65
C -6.75 1.38 -7.20
H -4.92 10.40 7.40
C -6.22 9.67 4.34
H -6.70 0.42 -9.59
H -2.30 0.30 -8.96
H 1.67 -5.60 -0.22
H -8.77 9.03 3.49
H 6.49 -2.19 -9.05
H 10.27 -1.12 -7.23
H -6.94 -1.21 -9.18
H 11.63 6.12 -6.69
H 5.26 -1.06 8.27
C -10.10 10.92 -0.13
H 10.06 0.91 11.48
H -7.28 -6.64 8.53
C -3.92 -0.88 -8.04
C 0.67 -5.46 -0.63
O 0.18 -2.87 -2.52
C -7.12 -0.24 -8.80
H -0.76 0.09 -7.06
C -8.65 -7.71 7.38
H -7.63 2.15 13.29
C -9.53 11.23 3.05
O -2.20 -3.16 -2.42
H -8.83 11.87 2.68
H 10.12 -2.27 -8.50
H -7.68 -9.67 9.51
H 7.95 -1.41 -7.26
H 6.28 1.40 3.78
C -3.85 -6.15 -2.63
H 7.53 0.23 -7.52
N 9.18 -0.35 -8.67
H -2.03 -1.36 -8.65
H -9.42 -5.45 6.00
H -8.92 9.85 4.67
C -2.24 -5.78 -0.79
C 10.97 12.03 -12.81
C -8.49 0.14 -8.30
H -3.59 -8.12 -0.52
H 5.24 3.43 3.73
C -1.33 -6.77 -1.44
H -3.92 -1.47 -7.13
H -4.18 -6.81 0.73
H -11.24 11.38 1.71
O -7.81 -5.28 7.30
C -4.77 0.33 -7.88
H -7.99 -4.34 5.56
H -0.21 -7.10 0.39
H -12.58 0.50 8.78
H 6.86 2.87 7.76
H -1.64 -1.04 -6.25
H -8.78 -0.71 -7.64
H -1.14 -6.56 -2.54
H -6.72 1.46 -6.09
O -6.26 -11.52 7.93
C 9.09 0.43 11.49
H 11.70 11.75 -11.96
C 9.31 0.69 -9.45
H -11.86 -5.31 2.46
H -2.33 0.60 -6.28
H -8.68 -6.11 9.00
H -10.63 11.88 0.09
H 5.72 -0.77 -8.62
H 8.19 -4.72 12.86
H -5.32 -7.51 -0.63
H 10.74 5.25 -8.08
O 9.68 11.32 -12.39
H -9.15 -10.28 8.75
O 2.69 -1.67 -3.78
H 8.89 -0.26 9.48
H -9.58 -8.14 7.84
C -5.56 -10.78 8.75
H 5.05 -0.09 3.71
H 7.50 -1.65 10.82
H 8.51 1.39 -9.53
N 4.23 1.74 4.10
C -8.23 -6.42 8.04
H 10.83 13.10 -13.12
C 10.22 2.84 -5.48
O -1.11 -1.74 -3.97
H 7.67 11.43 -12.18
C 8.01 -4.13 12.00
C 8.42 2.59 10.64
H 7.80 -0.62 -12.47
H -4.38 -4.24 -3.26
C 8.71 -2.65 12.17
H 6.23 0.20 -10.74
H -4.07 -7.19 -2.95
H -8.69 -7.51 6.26
C 2.99 -1.25 -2.64
H -4.70 0.95 -8.72
H -4.13 10.08 5.96
H -7.13 10.13 2.43
H 7.57 3.21 10.57
C -8.42 -5.07 6.19
H 9.01 4.35 -6.53
H 3.09 -2.93 -1.56
H -6.23 -4.02 -1.65
H 1.43 10.60 -0.23
H 11.20 2.64 -5.11
H 3.31 1.29 4.27
H -1.77 -7.80 -1.47
H 8.87 0.04 12.42
C 7.85 -0.63 -8.10
H 10.27 0.91 -9.88
N -7.76 -8.90 7.45
O 2.91 0.04 -2.26
H -8.54 2.34 -8.08
C -1.79 -0.16 -6.92
H -3.93 -3.95 -0.94
H -8.27 -12.06 7.53
H 10.90 4.86 -6.12
C -6.52 -1.00 -6.57
H 8.60 13.13 -12.32
H 10.32 -1.06 10.40
H -9.68 10.35 -1.18
H -7.88 -9.48 6.63
C 10.36 -1.18 -8.30
H -6.83 -8.70 7.70
O 5.76 3.35 6.05
H 8.29 -1.93 12.85
H -4.36 0.73 -6.92
O 8.02 1.44 11.28
C -7.63 -11.42 8.22
H -9.98 11.69 3.84
H 6.21 4.41 7.75
H 11.15 11.50 -13.77
H -6.36 -5.81 -1.49
H -4.78 -11.36 8.32
H -7.46 -0.67 -6.15
C 11.21 5.21 -7.12
C 8.65 11.96 -12.37
C 9.95 3.97 -6.18
H 4.92 -4.94 11.11
C 6.73 -0.72 -10.57
C 5.96 3.39 7.46
H -6.47 -1.96 -6.99
N -3.71 -6.06 -1.13
H -9.33 0.17 -8.97
H 10.04 3.16 12.87
C -5.72 -4.94 -1.73
H -5.27 9.89 3.77
C -0.03 -6.79 -0.64
H 3.69 3.74 6.41
H -5.80 -0.80 -5.79
H 3.50 3.81 3.89
H 2.78 0.73 -3.02
H -2.03 -4.77 -1.11
H -2.89 -5.85 -3.04
H -6.48 8.59 4.42
H 8.59 -4.69 11.21
C 9.27 -0.64 10.44
H -4.69 -4.84 0.41
C 5.94 -5.19 11.59
N 8.50 -1.93 10.80
C -1.25 -2.61 -3.05
C -5.06 10.20 6.42
H 12.09 4.62 -7.33
H 8.74 -2.61 10.04
H 0.68 -2.40 -3.22
H 8.65 -1.64 -11.30
*
```

Löwdin population analysis, charges in e, atoms 1 to 6: -0.161 -0.018 0.100 0.043 0.125 -0.102


The following is a DFT calculation (ωB97M-V with the def2-TZVPD basis set) of C10H12FN in the gas phase.

The value obtained for the calculated total energy is -542.729725 a.u. As for the HOMO energy (spin up / spin down): -6.39 / -6.68 eV. As for the LUMO energy (spin up / spin down): 0.602 / 0.289 eV. The value obtained for the orbital gap (spin up / spin down) is 6.9917 / 6.9677 eV.

Geometry as ORCA input:
```
! wB97M-V def2-TZVPD RIJCOSX def2/J DEFGRID3
* xyz 0 1
F -1.58 2.42 -0.06
C 1.83 -0.98 -0.21
C 2.79 -0.02 -0.06
C -3.69 0.08 0.23
C -4.24 -1.34 -0.13
H 4.31 -1.31 -0.11
H -1.87 -0.62 0.48
H -0.23 -1.50 -0.07
C 1.12 1.73 -0.12
C 0.12 0.76 0.03
H -4.87 -1.36 -1.12
N -2.34 0.21 0.22
H -4.91 -1.65 0.62
H 0.79 2.71 -0.19
C 4.23 -0.30 0.14
H -4.17 0.96 -0.07
C 0.47 -0.61 -0.04
C 2.43 1.35 -0.02
H 4.37 -0.03 1.26
C -1.23 1.05 0.06
H 3.23 2.05 0.10
H 2.11 -2.07 -0.12
H -3.45 -1.97 -0.26
H 4.80 0.45 -0.53
*
```

Löwdin population analysis, charges in e, atoms 1 to 6: 0.010 -0.055 -0.338 -0.119 -0.069 0.041


The following is a DFT calculation (ωB97M-V with the def2-TZVPD basis set) of C3H9NO3 in the gas phase.

The SMILES is CCOC(N)(O)O. The value obtained for the calculated total energy is -400.178983 a.u. As for the HOMO energy: -9.93 eV. As for the LUMO energy: 0.900 eV. The value obtained for the orbital gap is 10.8308 eV.

Geometry as ORCA input:
```
! wB97M-V def2-TZVPD RIJCOSX def2/J DEFGRID3
* xyz 0 1
N -2.36 0.39 -0.55
C -1.08 0.17 0.05
H -0.20 0.79 1.67
C 1.20 -0.25 -0.77
H -2.25 0.58 -1.54
H -2.81 1.19 -0.13
C 1.99 -0.11 0.51
H 1.03 -1.30 -1.03
H 1.49 -0.62 1.33
H -1.75 -1.64 0.17
O -0.88 -1.22 0.24
O -0.07 0.64 -0.76
H 2.11 0.94 0.77
O -1.09 0.78 1.30
H 1.70 0.23 -1.62
H 2.97 -0.56 0.37
*
```

Löwdin population analysis, charges in e, atoms 1 to 6: 0.135 -0.760 0.089 -0.161 0.094 0.090